[1]
{"formula": "C4H7NO", "method": "the ωB97M-V functional and the def2-TZVPD basis", "lumo_energy_ev": 0.981, "smiles": "O=CCN1CC1", "species": ["O", "C", "C", "N", "C", "C", "H", "H", "H", "H", "H", "H", "H"], "xyz": [[0.91233, -2.99461, 0.61722], [0.31410, -1.95023, 0.59541], [0.19917, -1.00736, -0.60171], [0.04434, 0.27978, -0.01684], [0.46615, 1.61537, -0.12830], [-0.96639, 1.22924, 0.21586], [-0.18049, -1.52866, 1.50011], [-0.63742, -1.32357, -1.24625], [1.12103, -1.06355, -1.19091], [0.61357, 2.12059, -1.08568], [1.18481, 1.90911, 0.64159], [-1.32701, 1.32582, 1.24134], [-1.74420, 1.38809, -0.54183]], "forces_ev_per_angstrom": [[-0.23, 0.37, -0.09], [0.15, -0.52, -0.08], [0.02, -0.09, -0.08], [0.16, -0.15, 0.42], [0.14, 0.25, -0.08], [-0.20, 0.13, 0.13], [0.06, -0.20, -0.10], [0.08, 0.09, 0.08], [-0.15, -0.01, 0.08], [-0.05, -0.31, -0.06], [-0.35, 0.30, -0.11], [0.04, 0.05, -0.15], [0.32, 0.08, 0.04]], "mulliken_charge": [-0.4753, 0.0755, -0.4712, 0.0264, -0.4470, -0.5289, 0.3119, 0.2977, 0.2873, 0.2533, 0.2274, 0.2109, 0.2322]}

***

[2]
{"formula": "C4H4O", "method": "the ωB97M-V functional and the def2-TZVPD basis", "lumo_energy_ev": [-1.250, -1.090], "species": ["C", "C", "O", "C", "C", "H", "H", "H", "H"], "xyz": [[0.32707, 0.01709, 1.24926], [0.16663, 0.96207, -0.01559], [0.60372, 2.06292, 0.14686], [-0.53592, 0.32889, -1.13698], [-0.40596, -0.94006, -1.34345], [0.18148, -1.37977, -0.44929], [-0.62751, 0.01855, 1.80549], [1.06699, 0.45518, 1.93021], [-0.77651, -1.52487, -2.18651]], "forces_ev_per_angstrom": [[-0.76, 2.21, -0.04], [0.25, -1.21, 1.86], [-0.10, 0.51, -0.64], [0.22, 1.01, -0.08], [0.53, -1.21, 0.77], [-0.84, -0.14, -1.43], [0.19, -0.73, -0.45], [0.31, -0.52, -0.39], [0.20, 0.08, 0.39]], "mulliken_charge": [-0.7576, 0.7959, -0.4666, -0.2445, -0.4243, 0.2889, 0.2653, 0.2618, 0.2811]}

***

[3]
{"formula": "C55H65N4O2", "method": "the ωB97M-V functional and the def2-TZVPD basis", "lumo_energy_ev": -4.392, "charge": 1, "species": ["C", "C", "C", "C", "C", "C", "C", "C", "C", "C", "C", "C", "C", "C", "N", "C", "C", "C", "C", "C", "C", "N", "O", "O", "C", "C", "N", "C", "C", "C", "C", "C", "C", "C", "C", "C", "C", "C", "C", "C", "C", "C", "C", "H", "H", "H", "H", "H", "H", "H", "H", "H", "H", "H", "H", "H", "H", "H", "H", "H", "H", "H", "H", "H", "H", "H", "H", "H", "H", "H", "H", "H", "H", "H", "H", "H", "H", "H", "H", "H", "H", "H", "H", "H", "H", "H", "H", "H", "H", "H", "H", "H", "C", "N", "C", "C", "C", "C", "C", "C", "C", "C", "C", "C", "C", "C", "C", "C", "C", "C", "H", "H", "H", "H", "H", "H", "H", "H", "H", "H", "H", "H", "H", "H", "H", "H"], "xyz": [[-1.17514, 0.45236, -4.49304], [-1.59653, 1.66196, -3.66883], [-0.49156, 2.71904, -3.65877], [-2.81689, 2.25891, -4.38906], [-2.01408, 1.31582, -2.21436], [-2.49159, 2.35856, -1.41094], [-3.21470, 2.07446, -0.25328], [-3.58853, 0.76101, 0.03105], [-3.12623, -0.30317, -0.74351], [-3.82970, -1.68594, -0.69865], [-2.92242, -2.78264, -0.16309], [-4.31481, -2.05359, -2.10350], [-5.04884, -1.64742, 0.22954], [-2.05012, 0.01100, -1.63782], [-0.88187, -0.81628, -1.69175], [0.32230, -0.47704, -1.12042], [0.48883, 0.62183, -0.26014], [1.78729, 1.29099, -0.38862], [2.36720, 1.39424, -1.68608], [3.69691, 1.70395, -1.85750], [4.47450, 1.90111, -0.69090], [5.82707, 1.48152, -0.72790], [6.48531, 1.48450, 0.33738], [6.28406, 1.07129, -1.82327], [3.87223, 2.09785, 0.56491], [2.53665, 1.77282, 0.70801], [1.24465, -1.43413, -1.51391], [2.62431, -1.60541, -1.12671], [2.98286, -1.68564, 0.24303], [2.16638, -2.42948, 1.32588], [2.38829, -1.75853, 2.68134], [2.65047, -3.88880, 1.39082], [0.68159, -2.51652, 1.04256], [4.28604, -1.28360, 0.59729], [5.30582, -1.44826, -0.33291], [4.96312, -1.92568, -1.59029], [3.65624, -1.79302, -2.08774], [3.58416, -1.90127, -3.64417], [4.87199, -1.29704, -4.24439], [2.44837, -1.13982, -4.30546], [3.54794, -3.38056, -4.05114], [0.54459, -2.43958, -2.18407], [-0.72301, -2.03039, -2.35136], [-1.95926, -0.31520, -4.49726], [-1.01926, 0.77119, -5.53437], [-0.23480, 0.01646, -4.14522], [-0.86376, 3.67942, -3.28174], [0.34240, 2.41063, -3.01933], [-0.10658, 2.87643, -4.67635], [-3.16733, 3.17958, -3.91098], [-2.56378, 2.49185, -5.43132], [-3.64224, 1.53643, -4.39869], [-2.34208, 3.39816, -1.71756], [-3.56205, 2.88473, 0.38961], [-4.26119, 0.57988, 0.87155], [-2.45292, -2.44414, 0.76308], [-3.50726, -3.68559, 0.07062], [-2.13798, -3.05990, -0.86842], [-5.03511, -1.30444, -2.45441], [-3.48895, -2.09018, -2.82138], [-4.80402, -3.03618, -2.08898], [-5.75142, -0.85617, -0.06057], [-5.58365, -2.60720, 0.18067], [-4.74913, -1.49579, 1.27490], [-0.41098, 1.20770, -0.05807], [1.72992, 1.20426, -2.55235], [4.16817, 1.74118, -2.83742], [4.49068, 2.40805, 1.40478], [2.05635, 1.86989, 1.68009], [2.24325, -0.67150, 2.61492], [1.67638, -2.15569, 3.41741], [3.40214, -1.95574, 3.05005], [2.45328, -4.40136, 0.43900], [3.72706, -3.95082, 1.58706], [2.10835, -4.41442, 2.18862], [0.44218, -3.17445, 0.19792], [0.18259, -2.92811, 1.93003], [0.25449, -1.52552, 0.87533], [4.53657, -0.90697, 1.59242], [6.35341, -1.30166, -0.06419], [5.76197, -2.32583, -2.21754], [5.72733, -1.97116, -4.13158], [4.74881, -1.12453, -5.32075], [5.11913, -0.33692, -3.77520], [1.47195, -1.59829, -4.14103], [2.44312, -0.09264, -3.97887], [2.61524, -1.14347, -5.39446], [2.65996, -3.89159, -3.66126], [3.54389, -3.46916, -5.14752], [4.43486, -3.90081, -3.66812], [1.04296, -3.34730, -2.48890], [-1.52362, -2.48361, -2.91550], [-3.66269, -2.69517, 3.68150], [-3.09481, -1.37934, 3.42379], [-2.02975, -1.08923, 2.63538], [-1.72490, 0.28829, 2.68642], [-0.60654, 0.90411, 2.08677], [-0.27493, 2.25055, 2.55785], [-1.00662, 3.41241, 2.21962], [-0.76625, 4.60875, 2.89821], [0.18509, 4.69082, 3.93150], [0.32680, 5.93606, 4.76359], [0.96200, 3.56174, 4.21132], [0.75166, 2.37205, 3.52747], [-2.71954, 0.85667, 3.62921], [-2.90765, 2.06441, 4.30557], [-3.96457, 2.20398, 5.22466], [-4.81174, 1.12779, 5.53002], [-4.58301, -0.12628, 4.94729], [-3.55570, -0.21366, 4.01988], [-4.69568, -2.57887, 4.02144], [-3.63675, -3.28228, 2.75687], [-3.10704, -3.23549, 4.45988], [-1.41903, -1.87475, 2.21938], [0.19354, 0.21777, 1.78128], [-1.81159, 3.34430, 1.47420], [-1.37060, 5.49130, 2.67122], [1.14295, 5.81826, 5.48368], [0.52601, 6.81543, 4.14054], [-0.58916, 6.13917, 5.33444], [1.70626, 3.58297, 5.01080], [1.32979, 1.47436, 3.77492], [-2.22259, 2.89346, 4.14608], [-4.11946, 3.16680, 5.72392], [-5.64401, 1.26076, 6.22002], [-5.17171, -1.00609, 5.19428]], "forces_ev_per_angstrom": [[0.29, -0.13, -0.11], [0.42, 0.06, 0.38], [0.36, 0.09, -0.05], [-0.40, -0.04, 0.19], [0.19, -0.11, 0.14], [-0.87, -0.11, 0.04], [0.30, 0.21, -0.03], [-0.42, 0.14, -0.39], [0.42, 0.10, 0.22], [0.34, 0.06, 0.55], [0.25, -0.48, 0.16], [-0.09, 0.20, -0.17], [-0.25, 0.09, 0.00], [-0.63, 0.97, 0.34], [-0.16, -1.14, -1.20], [-0.03, 1.32, 0.25], [0.06, -0.11, -1.73], [0.77, 0.32, 0.11], [-0.37, 0.32, 0.50], [0.41, -0.06, 0.79], [-1.54, -0.40, -0.06], [2.97, -0.02, -0.41], [-1.07, -0.07, -1.87], [-0.69, 0.79, 2.08], [0.26, -0.22, -0.54], [-0.48, 0.35, -0.34], [-0.51, -0.67, 0.28], [0.93, -0.47, -0.01], [-0.15, 0.27, 0.32], [-0.10, 0.69, -0.15], [-0.04, -0.01, 0.32], [0.40, -0.01, -0.18], [-0.73, 0.07, 0.23], [0.09, -0.29, -0.32], [-0.27, -0.41, 0.03], [0.32, 0.18, 0.04], [0.04, -0.01, -0.12], [0.30, 0.00, 0.16], [0.28, 0.13, -0.16], [-0.38, 0.12, -0.31], [-0.07, -0.13, 0.00], [-0.25, 0.17, -0.45], [0.14, -0.67, -0.25], [0.16, 0.05, 0.04], [-0.04, -0.11, 0.28], [-0.10, -0.05, 0.00], [0.12, -0.17, -0.11], [-0.19, 0.15, -0.16], [-0.11, 0.03, 0.23], [0.02, -0.16, -0.06], [0.05, -0.05, 0.24], [0.06, 0.15, -0.01], [-0.14, -0.41, 0.05], [0.05, -0.22, -0.18], [0.03, 0.06, -0.42], [-0.03, -0.21, -0.27], [0.13, 0.19, -0.16], [-0.09, -0.05, 0.26], [0.10, -0.18, -0.04], [-0.20, 0.03, 0.09], [0.08, 0.21, 0.01], [0.11, -0.16, 0.14], [0.18, 0.24, -0.06], [-0.11, 0.05, -0.17], [0.28, -0.04, -0.44], [0.35, -0.07, 0.36], [-0.08, -0.22, 0.26], [-0.14, -0.31, -0.14], [0.31, -0.12, -0.33], [0.05, -0.16, 0.02], [0.19, 0.04, -0.07], [-0.28, 0.13, 0.02], [0.04, 0.09, 0.21], [-0.19, 0.01, 0.02], [0.13, 0.08, -0.15], [0.03, 0.21, 0.19], [0.17, -0.21, -0.11], [-0.01, -0.23, -0.05], [-0.18, -0.58, -0.20], [-0.34, 0.00, -0.03], [-0.35, 0.52, 0.08], [-0.11, 0.24, -0.04], [-0.05, -0.11, 0.19], [0.01, -0.20, -0.08], [0.07, 0.22, 0.02], [-0.11, -0.23, -0.09], [-0.07, 0.01, 0.34], [0.15, 0.02, -0.12], [0.00, 0.01, 0.27], [-0.20, 0.05, -0.07], [-0.11, 0.22, -0.08], [0.18, 0.02, 0.19], [0.10, -0.42, -0.11], [1.37, -0.01, -1.35], [-0.62, -0.57, 1.35], [0.00, 1.01, -0.46], [-0.05, -1.79, 3.23], [0.27, 1.44, -0.20], [0.13, -0.38, 0.15], [0.10, -0.12, 0.06], [-0.22, -0.23, -0.20], [0.09, 0.11, 0.04], [-0.20, -0.18, 0.00], [-0.44, -0.51, -0.42], [-0.52, -0.18, 0.28], [-0.21, 0.35, 0.21], [0.27, -0.24, -0.23], [0.17, -0.26, -0.37], [-0.08, 0.59, 0.06], [0.08, 0.58, 0.31], [0.25, -0.07, -0.27], [-0.08, 0.13, 0.23], [-0.05, 0.28, -0.17], [-0.24, 0.10, -0.17], [-0.45, 0.62, 0.19], [0.54, 0.09, 0.39], [0.20, -0.29, -0.01], [-0.13, 0.12, -0.16], [-0.01, -0.15, 0.12], [0.15, -0.08, -0.17], [-0.20, 0.09, -0.29], [-0.14, 0.38, 0.01], [-0.37, -0.16, 0.05], [0.12, -0.43, -0.24], [0.28, -0.05, -0.11], [0.02, 0.34, 0.11]], "mulliken_charge": [-1.8005, 1.9624, -1.5688, -1.8027, 0.2883, -0.3659, -1.6547, -0.3040, 0.3855, 2.4450, -0.8099, -1.6557, -2.1790, -1.5437, 1.6671, 0.1529, -0.0252, 0.1558, 0.1210, -0.4098, -0.9320, 1.0570, -0.6136, -0.5820, -1.0370, 0.7506, 1.6090, -1.2126, 0.3315, 2.5192, -2.4920, -2.0660, -1.8583, 0.1182, -1.2630, -0.1176, 0.0287, 2.1130, -1.7338, -1.7541, -1.7165, -1.2560, -1.0528, 0.1865, 0.6089, 0.1661, 0.3666, 0.3444, 0.4640, 0.3414, 0.4656, 0.3945, 0.4766, 0.6760, 0.5590, -0.3245, 0.6539, 0.3418, 0.3552, 0.2281, 0.4274, 0.4155, 0.3981, 0.3782, 0.6581, -0.3742, 0.5099, 0.4650, 0.0507, 0.4901, 0.4708, 0.5295, 0.3826, 0.4327, 0.4557, -0.0395, 1.2762, 0.0387, 0.3341, 0.4089, 0.3761, 0.4725, 0.3915, 0.3180, 0.3589, 0.0889, 0.6404, 0.2536, 0.4621, 0.3706, 0.1991, 0.6125, -0.8118, 0.3088, -1.9526, 0.6482, 0.6450, 0.6873, -0.3339, -0.5632, 0.9652, -1.5453, -1.0451, -0.3186, 1.1377, -0.0393, -0.9855, -0.7063, -1.0219, -0.2705, 0.3318, 0.3193, 0.3068, 1.1555, -0.0766, -0.1321, 0.4094, 0.3776, 0.3458, 0.3137, 0.3427, 0.4976, 0.3689, 0.4371, 0.4140, 0.3349]}

***

[4]
{"formula": "C3H8N4O", "method": "the ωB97M-V functional and the def2-TZVPD basis", "lumo_energy_ev": [0.192, 0.192], "species": ["C", "N", "C", "N", "C", "O", "N", "N", "H", "H", "H", "H", "H", "H", "H", "H"], "xyz": [[0.54101, -1.04907, 1.61233], [-1.05319, -0.61053, -1.18098], [0.70528, 0.69402, 0.00308], [0.36289, 1.66833, 0.95153], [-0.06545, 0.86726, -1.64204], [-1.92229, -1.45916, -1.87262], [1.11375, 1.16441, -1.30270], [0.82150, -0.58869, 0.26617], [-1.32415, -2.06952, -2.33532], [-1.43040, -0.39992, -0.25650], [0.47327, 2.60252, 0.57887], [0.86554, 1.56064, 1.82338], [-0.55297, 1.19440, -2.56424], [1.42937, -0.90509, 2.24108], [0.34073, -2.12117, 1.58004], [-0.30490, -0.54842, 2.09793]], "forces_ev_per_angstrom": [[-0.08, 0.09, -0.12], [2.44, 0.60, 0.97], [2.69, -3.27, 3.13], [-0.09, 0.26, -0.42], [-2.27, -1.52, -3.73], [-0.40, 1.40, -0.78], [-2.36, -0.28, 1.04], [0.58, 2.57, 0.00], [-0.10, 0.36, 0.28], [-0.34, -0.23, -0.48], [0.01, -0.03, 0.12], [-0.12, -0.04, -0.04], [0.11, -0.01, -0.02], [-0.07, 0.00, 0.01], [-0.01, 0.07, 0.03], [0.00, 0.03, 0.01]], "mulliken_charge": [-0.9950, -0.2163, 0.9043, -0.5304, -0.2243, -0.4678, -0.5018, -0.4685, 0.3502, 0.1977, 0.2649, 0.2316, 0.4314, 0.3403, 0.2878, 0.3959]}

***

Summary of energy relative to the best compared isomer or geometry (same formula, charge and spin) in kcal per mole
70.5; 114.8; 37.5; 171.5
(order as listed above)